Entry 1:
Formula: C19H24NO4
Source: OMol25
Level of theory: ωB97M-V/def2-TZVPD

The geometry in XYZ format:
```
48
Properties=species:S:1:pos:R:3:nbo_charge:R:1
C -5.2571 2.3774 3.1537 -0.2671
O -5.0259 0.9494 3.0916 -0.4519
C -3.7622 0.4727 3.2215 0.4258
C -3.5920 -0.9316 3.0842 -0.2746
C -2.3320 -1.4707 3.1030 -0.0802
C -1.1669 -0.6595 3.2835 -0.2149
C 0.1016 -1.2781 3.1672 0.0944
C 1.3733 -0.6599 3.0777 -0.1978
C 2.5378 -1.4695 3.2728 -0.0836
C 3.7974 -0.9294 3.2989 -0.2710
C 3.9686 0.4744 3.1602 0.4084
O 5.2353 0.9496 3.2685 -0.4525
C 5.4668 2.3778 3.2058 -0.2670
C 2.8371 1.2952 2.9124 -0.2600
C 1.5823 0.7217 2.7943 -0.1174
C -1.3769 0.7177 3.5924 -0.0258
C -2.6312 1.2925 3.4747 -0.3404
H -6.3393 2.4651 3.0688 0.2264
H -4.9152 2.8070 4.1084 0.1939
H -4.7683 2.9006 2.3167 0.1948
H -4.4734 -1.5505 2.9369 0.2544
H -2.1900 -2.5425 2.9581 0.2435
H 0.1018 -2.3681 3.1830 0.2321
H 2.3952 -2.5383 3.4385 0.2311
H 4.6789 -1.5472 3.4527 0.2543
H 6.5501 2.4659 3.2755 0.2266
H 5.1116 2.8098 2.2571 0.1935
H 4.9900 2.8989 4.0510 0.1951
H 2.9774 2.3758 2.8151 0.2340
H 0.7450 1.3477 2.4902 0.2290
H -0.5452 1.3347 3.9295 0.2179
H -2.7714 2.3728 3.5765 0.2432
C -0.8605 -8.4473 1.2852 -0.6270
C -0.2153 -7.6830 0.1625 -0.0799
O -0.0032 -6.3298 0.6182 -0.5008
C 0.4511 -5.5607 -0.3837 0.7780
C 0.7584 -4.1483 0.0700 -0.3120
N -0.5123 -3.5067 0.3466 -0.8301
O 0.5765 -5.9312 -1.5303 -0.5805
H -1.0288 -9.4791 0.9695 0.2241
H -0.2371 -8.4625 2.1830 0.2120
H -1.8265 -8.0185 1.5657 0.2127
H 0.7574 -8.1211 -0.1047 0.1910
H -0.8638 -7.6703 -0.7224 0.1996
H 1.3934 -4.2165 0.9586 0.1991
H 1.2855 -3.6788 -0.7681 0.1984
H -0.3579 -2.5159 0.5124 0.3500
H -1.1093 -3.6013 -0.4751 0.3713
```

The net charge is +1. The relative energy (zero: lowest compared OMol25 entry of this formula, charge and spin) is 6.27 kcal/mol. The value obtained for the highest occupied orbital energy is -11.8152 eV.

Entry 2:
Formula: C19H24O4
Source: OMol25
Level of theory: ωB97M-V/def2-TZVPD

The geometry in XYZ format:
```
47
Properties=species:S:1:pos:R:3:nbo_charge:R:1
C 4.4014 1.1638 3.3233 -0.6072
C 4.9446 1.4119 1.9167 -0.3799
C 4.2303 0.6031 0.8271 -0.2797
C 4.9253 0.8909 -0.5084 -0.5938
C 2.7769 1.0353 0.8206 -0.0971
C 1.6378 0.2461 1.1407 -0.0516
C 1.6339 -1.2354 1.3904 -0.6508
C 0.3943 0.9920 1.1206 -0.1020
C -0.8391 0.5148 1.6207 -0.3471
C -2.0999 1.2356 1.3801 0.5513
O -2.0372 2.4655 1.4719 -0.5513
C -3.3806 0.4168 1.1552 -0.5243
C -3.3314 -0.2616 -0.1872 0.0619
C -3.0582 -1.6070 -0.1765 -0.2666
C -2.9023 -2.3340 -1.3455 0.3568
O -2.6486 -3.6699 -1.2478 -0.6552
C -3.0856 -1.7170 -2.6022 -0.1640
C -3.0097 -2.5172 -3.9232 -0.6171
C -3.5067 -0.3984 -2.6329 0.3976
O -3.6110 0.2281 -3.8609 -0.6819
C -3.6021 0.3589 -1.4131 -0.2758
C -3.9165 1.8070 -1.4443 0.4170
O -4.3070 2.3604 -2.4708 -0.5828
H 5.0022 1.6976 4.0738 0.2115
H 4.4417 0.1008 3.5400 0.1985
H 3.3817 1.4853 3.3702 0.2100
H 5.9954 1.1062 1.8775 0.2013
H 4.9034 2.5123 1.7301 0.1995
H 4.3146 -0.4848 1.0229 0.2059
H 4.8791 1.9868 -0.7783 0.2072
H 4.4653 0.2653 -1.2833 0.2124
H 5.9823 0.6299 -0.4631 0.2105
H 2.5912 2.0781 0.6380 0.1970
H 0.8242 -1.7302 0.8812 0.2272
H 2.5461 -1.6638 1.0052 0.2192
H 1.5345 -1.4325 2.4495 0.2229
H 0.3423 1.9539 0.6353 0.2219
H -0.9045 -0.4055 2.2045 0.2059
H -3.4378 -0.3477 1.8820 0.2350
H -4.2538 1.0603 1.2807 0.2399
H -2.9066 -2.1909 0.7430 0.2132
H -2.5072 -3.9917 -2.1510 0.4817
H -3.9528 -2.4004 -4.4781 0.2401
H -2.2244 -2.1468 -4.5540 0.2341
H -2.8416 -3.5870 -3.7270 0.1771
H -3.9687 1.1344 -3.7006 0.5171
H -3.8156 2.3807 -0.5530 0.1543
```

The net charge is 0. The SMILES is CC[C@H](C)/C=C(C)/C=C/C(=O)Cc1cc(O)c(C)c(O)c1C=O. The relative energy (zero: lowest compared OMol25 entry of this formula, charge and spin) is 47.49 kcal/mol. The value obtained for the highest occupied orbital energy is -8.3326 eV.

Entry 3:
Formula: C19H25B3Br39FO5
Source: OMol25
Level of theory: ωB97M-V/def2-TZVPD

The geometry in XYZ format:
```
92
Properties=species:S:1:pos:R:3:lowdin_charge:R:1
C -0.1488 0.1621 -0.0928 -0.1085
C -1.3760 0.0616 0.9233 -0.1622
C -1.8962 1.5015 1.4188 -0.1427
F -2.7374 1.2286 2.5827 -0.0840
B -2.8492 2.2372 0.3371 -0.4094
O -2.4588 2.5217 -1.0268 0.2019
B -3.7205 2.8610 -1.6578 -0.2723
O -4.7899 1.8742 -1.5689 0.1894
B -5.0934 1.8705 -0.1468 -0.4409
C -6.3987 1.0997 0.4291 -0.0914
C -6.0195 -0.2001 1.2952 -0.0723
C -5.8056 -1.4520 0.3520 -0.4196
O -6.6766 -2.3364 0.3034 0.0473
O -4.6228 -1.5853 -0.3947 0.0643
O -4.2012 2.6115 0.7402 0.2032
H -0.5317 0.4273 -1.1306 0.0807
H 0.3546 -0.8629 -0.1636 0.0518
H 0.6685 0.8726 0.2683 0.0722
H -1.0238 -0.4755 1.8746 0.1203
H -2.2566 -0.5433 0.5384 0.1115
H -1.0322 2.1612 1.7870 0.1380
H -3.9435 3.8910 -2.1827 -0.0323
H -7.1351 0.7970 -0.3843 0.0620
H -6.9569 1.8624 1.0802 0.1107
H -5.1633 -0.0182 2.0291 0.1316
H -6.9321 -0.4331 1.9373 0.1264
H -4.7668 -2.4039 -0.9196 0.1274
C 2.8441 -3.6985 1.3999 -1.6310
Br 1.9037 -5.2383 2.1065 0.5260
Br 2.4435 -3.4075 -0.4747 0.5246
Br 2.5242 -2.1066 2.4620 0.5302
H 3.9083 -3.9159 1.4679 -0.2142
C -10.4642 1.8358 -0.0297 -1.5948
Br -9.1172 2.9556 -0.8608 0.6070
Br -10.0448 -0.0484 -0.2106 0.5936
Br -10.7691 2.3313 1.8195 0.5609
H -11.3955 2.0082 -0.5637 -0.0300
C 5.8365 -5.6595 1.8927 -1.5082
Br 4.7466 -7.1086 2.5768 0.5669
Br 5.5158 -5.3447 0.0059 0.6177
Br 5.6218 -4.0409 2.9355 0.6456
H 6.8752 -5.9679 1.9925 -0.0259
C -1.1041 -4.8115 5.4622 -1.6058
Br 0.1766 -3.6366 4.6052 0.5175
Br -0.6118 -6.6765 5.2638 0.5550
Br -1.3899 -4.3355 7.3198 0.5596
H -2.0535 -4.6766 4.9494 -0.0264
C 7.7017 -0.7477 0.6700 -1.6103
Br 5.7745 -0.7189 0.8748 0.5198
Br 8.5893 -1.4198 2.2582 0.5551
Br 8.2413 -1.7160 -0.9207 0.5597
H 8.0221 0.2833 0.5393 -0.0952
C 6.3339 3.6992 1.4244 -1.5784
Br 4.4086 3.6735 1.6138 0.5424
Br 7.2220 3.0326 3.0129 0.5796
Br 6.8885 2.7499 -0.1723 0.5935
H 6.6367 4.7365 1.3024 -0.0222
C -1.2596 5.9294 1.0811 -1.5894
Br 0.4633 5.0570 1.2676 0.5578
Br -1.6633 7.0531 2.6065 0.5563
Br -1.4008 6.9045 -0.5896 0.5656
H -2.0131 5.1450 1.0569 -0.0396
C 3.5914 -2.2184 -4.6570 -1.6146
Br 4.9477 -2.8473 -3.4222 0.5421
Br 1.8270 -2.2857 -3.8630 0.5285
Br 4.0197 -0.4620 -5.3563 0.5479
H 3.5884 -2.9018 -5.5022 -0.1228
C -2.2667 6.4223 -4.7049 -1.5872
Br -2.0014 8.3292 -4.4732 0.5565
Br -3.4975 5.7015 -3.3913 0.6534
Br -2.8059 5.9833 -6.5144 0.5700
H -1.3047 5.9443 -4.5345 -0.0221
C -3.6928 6.0036 6.4612 -1.6115
Br -2.2477 5.9048 7.7494 0.5602
Br -3.9164 7.8012 5.7663 0.5429
Br -3.4830 4.6997 5.0416 0.5470
H -4.6086 5.7519 6.9904 -0.0295
C 7.0045 -8.8771 -0.4766 -1.6328
Br 7.8280 -9.2932 1.2285 0.5514
Br 8.2163 -7.9166 -1.6454 0.5510
Br 6.2809 -10.4591 -1.3312 0.5694
H 6.1663 -8.2137 -0.2721 -0.0893
C 3.7754 3.1246 -2.8571 -1.6006
Br 2.7856 1.6069 -2.1672 0.5552
Br 3.4495 3.4037 -4.7493 0.5542
Br 3.4536 4.7367 -1.8287 0.5336
H 4.8308 2.8866 -2.7439 -0.0493
C 1.2333 -4.6125 -7.5206 -1.5899
Br 2.6099 -5.2478 -6.3129 0.6068
Br -0.5228 -4.6692 -6.7028 0.5669
Br 1.6484 -2.8513 -8.2162 0.5747
H 1.2130 -5.2940 -8.3676 -0.0281
```

The net charge is 0. The value obtained for the highest occupied orbital energy is -9.8302 eV.

Entry 4:
Formula: C19H25BrF5MnN3SiTe
Source: OMol25
Level of theory: ωB97M-V/def2-TZVPD

The geometry in XYZ format:
```
56
Properties=species:S:1:pos:R:3:lowdin_spin:R:1
Mn 0.3459 -0.9353 -0.1075 0.9627
F 0.3306 -3.3057 0.1674 -0.0034
C -0.9098 -2.5342 0.1323 -0.0028
F -1.5374 -2.8308 1.3098 -0.0034
C -1.7304 -3.2768 -0.9250 0.0040
F -2.0116 -4.5431 -0.5720 0.0012
F -1.0891 -3.3368 -2.1014 0.0004
F -2.9027 -2.6549 -1.1207 0.0005
C 1.1854 0.4341 3.9758 -0.0020
Te 0.8329 -1.4034 2.9594 -0.0075
C -0.8612 -1.8871 4.1477 -0.0014
H 0.2219 0.9048 4.1577 0.0000
H 1.7782 1.0795 3.3328 0.0000
H 1.7066 0.2551 4.9117 -0.0003
H -0.5372 -2.1809 5.1420 -0.0003
H -1.3880 -2.7022 3.6643 0.0000
H -1.5059 -1.0125 4.1946 0.0000
N -1.7154 -0.0951 -2.4402 0.0036
C -0.6097 -0.6030 -3.0051 0.0039
C -0.5683 -0.8405 -4.3979 -0.0004
C 0.5697 -1.3347 -4.9677 0.0023
C 1.6861 -1.5890 -4.1641 -0.0007
C 1.5653 -1.3493 -2.8209 0.0008
N 0.4511 -0.8882 -2.2209 -0.0001
H -2.5165 0.1016 -3.0099 0.0001
H -1.6969 0.2389 -1.4809 0.0013
H -1.4453 -0.6196 -4.9913 0.0000
H 0.6063 -1.5171 -6.0341 0.0001
H 2.6113 -1.9673 -4.5718 -0.0001
H 2.4033 -1.5391 -2.1664 -0.0002
Br 2.4171 1.9693 0.4331 0.0005
C 3.2911 0.3079 0.3528 0.0017
C 4.6796 0.2775 0.4013 0.0011
C 5.3093 -0.9487 0.3332 -0.0017
C 4.5381 -2.0983 0.2261 0.0000
C 3.1675 -1.9680 0.1841 -0.0023
N 2.5376 -0.7791 0.2396 0.0087
H 5.2322 1.2004 0.4901 0.0002
H 6.3890 -1.0072 0.3684 -0.0001
H 4.9859 -3.0803 0.1794 0.0000
H 2.5240 -2.8366 0.1200 -0.0003
C -3.8989 3.0972 -0.5148 0.0010
Si -2.4104 3.1813 0.6211 0.0073
C -1.4071 4.7044 0.1930 0.0017
C -2.9889 3.2917 2.3977 0.0005
C -1.3918 1.6923 0.3888 0.0332
C -0.7080 0.6875 0.2342 -0.0104
H -4.5557 3.9564 -0.3568 0.0001
H -4.4800 2.1904 -0.3365 0.0001
H -3.5880 3.1025 -1.5620 0.0000
H -1.9854 5.6164 0.3593 0.0003
H -1.1021 4.6809 -0.8551 0.0000
H -0.5030 4.7617 0.8028 0.0000
H -3.5874 4.1905 2.5643 0.0000
H -2.1367 3.3190 3.0799 0.0000
H -3.5971 2.4233 2.6583 0.0000
```

The net charge is 0. The relative energy (zero: lowest compared OMol25 entry of this formula, charge and spin) is 18.27 kcal/mol. The value obtained for the highest occupied orbital energy (spin up / spin down) is -7.6665 / -7.3350 eV. Its multiplicity is 2.